(1)
C17H23Cl5NO2OsP2 | ωB97M-V with the def2-TZVPD basis set

Geometry as XYZ:
```
51
Properties=species:S:1:pos:R:3:forces:R:3
Os 0.111925 -0.017330 0.297676 0.30 0.41 1.50
P -1.453734 1.530761 0.063696 -2.53 3.06 -2.73
C -1.868405 1.220524 -1.701293 -0.68 0.23 0.18
C -0.605482 1.139100 -2.459700 -0.42 -0.28 0.12
N 0.390983 0.477296 -1.800848 -0.28 0.19 0.85
C 1.567572 0.233358 -2.412893 0.48 0.14 -0.92
C 1.786348 0.680695 -3.714053 0.17 -0.60 0.77
C 0.772887 1.338298 -4.405724 -0.07 0.09 -0.09
C -0.440397 1.553164 -3.776148 -0.41 0.17 0.31
C 2.582728 -0.548973 -1.624397 -0.02 0.04 0.21
P 1.714486 -1.455730 -0.262144 2.64 -2.40 -2.89
H -1.293797 2.037400 -4.256167 0.45 -0.12 -0.01
H 2.744817 0.457085 -4.160000 -0.02 0.12 -0.17
H 0.926307 1.671626 -5.431592 0.00 -0.10 0.24
H 3.094143 -1.270114 -2.267430 0.09 0.13 0.07
H 3.341100 0.108179 -1.177175 -0.09 -0.04 -0.14
H -2.393020 0.054420 -1.853213 0.83 1.51 0.33
H -2.580963 1.964316 -2.089541 0.31 -0.11 0.11
H -2.187466 -1.841517 -1.167534 -0.90 1.02 -2.62
O -2.395992 -1.254144 -2.093330 -0.24 -1.89 1.16
H -3.161662 -1.612591 -2.568851 0.19 -0.07 0.11
H -0.991661 -1.648037 0.198014 -1.78 -2.97 -0.79
O -1.597284 -2.478729 -0.157308 1.62 1.55 2.02
H -2.153361 -2.710148 0.613009 0.19 -0.05 -0.41
C 1.262945 -3.008421 -1.108065 -0.18 0.05 0.27
H 2.147556 -3.407914 -1.616651 -0.13 0.04 0.16
H 0.896782 -3.734242 -0.373733 0.04 0.05 -0.22
H 0.474244 -2.823840 -1.847242 0.16 -0.03 0.13
C 2.988573 -1.906501 0.920465 -0.11 0.09 0.55
H 2.524674 -2.563654 1.663958 0.23 0.01 -0.03
H 3.805001 -2.435745 0.417127 -0.14 0.09 0.05
H 3.365921 -1.008121 1.417561 0.12 -0.23 -0.05
C -0.699230 3.187048 0.091673 0.11 -0.14 0.30
H -1.365905 3.901173 -0.405885 0.14 -0.11 0.13
H -0.558985 3.471846 1.138807 0.04 0.21 -0.12
H 0.275824 3.171135 -0.406115 -0.18 0.10 0.02
C -3.016835 1.755853 0.925895 0.06 -0.53 0.45
H -2.794189 1.879491 1.990850 -0.26 0.07 -0.08
H -3.523204 2.653628 0.550058 0.16 -0.22 0.00
H -3.643128 0.869372 0.783793 -0.04 0.26 0.05
Cl 2.093261 1.499160 1.779682 -0.48 -0.29 0.66
C 1.045043 0.663238 2.891095 -0.41 -0.19 -1.15
C -0.039111 -0.032800 2.305194 -0.02 0.05 0.49
C -0.990543 -0.603030 3.192443 -0.31 0.15 -1.77
Cl -2.470993 -1.231051 2.574974 0.79 0.37 0.56
C -0.773126 -0.620580 4.585048 -0.23 -0.30 2.18
Cl -1.901067 -1.386851 5.615299 0.89 0.58 -0.74
C 0.377002 -0.002064 5.133900 0.33 0.22 -0.09
Cl 0.670150 -0.054918 6.805327 -0.09 0.04 -0.41
C 1.280513 0.674779 4.273133 0.58 0.13 1.90
Cl 2.658756 1.464097 4.908353 -0.90 -0.49 -0.43
```
Forces are in eV/Å.

Output
LUMO (spin up / spin down) = -9.87 / -13.84 eV
spin multiplicity = 5
E = -3940.0385 a.u.
<S²> = 6.041
total charge = +3
orbital gap (spin up / spin down) = 7.3 / 3.4 eV

***

(2)
CH2N4O2 | ωB97M-V with the def2-TZVPD basis set

Geometry as XYZ:
```
9
Properties=species:S:1:pos:R:3:forces:R:3
C 0.059350 -1.665472 -0.037961 -0.92 -3.35 -2.08
N -0.307579 -2.713795 -0.377963 -0.29 0.11 -0.40
N 1.282882 0.279541 0.128399 0.54 0.91 2.52
N 0.553439 -0.709483 0.604523 1.48 5.73 1.70
N -1.468310 0.956525 0.123110 3.61 -1.97 1.50
O -2.560332 0.611032 -0.027952 -3.16 -0.09 -0.63
O -0.730229 1.666888 -0.477118 0.20 1.27 -0.89
H 1.571398 0.589564 -0.788255 -0.72 -0.97 -0.70
H 1.599384 0.985196 0.853215 -0.73 -1.64 -1.02
```
Forces are in eV/Å.

Output
LUMO (spin up / spin down) = -2.68 / -2.68 eV
energy relative to the best compared isomer or geometry (same formula, charge and spin) = 149.5 kcal per mole
E = -408.5473 a.u.
orbital gap (spin up / spin down) = 5.6 / 5.6 eV

***

(3)
C10H40N20O10 | ωB97M-V with the def2-TZVPD basis set

Geometry as XYZ:
```
80
Properties=species:S:1:pos:R:3:forces:R:3
C 3.489882 -5.578389 2.576358 -1.51 0.87 -2.35
O 3.183282 -5.540179 1.391878 0.70 -0.47 -0.19
N 2.828282 -4.906429 3.483258 -2.01 1.85 2.34
N 4.484412 -6.206019 3.156808 2.97 -2.51 -0.18
H 3.039272 -5.183849 4.431218 -0.86 0.86 -0.01
H 2.042582 -4.334459 3.208268 0.17 -0.30 0.37
H 4.922252 -6.896619 2.563958 0.24 -0.04 0.51
H 4.515152 -6.289959 4.162838 0.30 -0.25 -0.49
C 7.284392 -0.960049 -4.365002 2.02 -2.89 1.37
O 6.856722 -0.474359 -3.387602 -1.88 1.44 4.19
N 7.243412 -0.429789 -5.502342 -1.00 3.88 -6.55
N 8.001032 -2.092019 -4.444852 1.34 -2.99 1.22
H 7.778242 -0.811119 -6.269582 -0.37 0.59 0.06
H 6.840612 0.495651 -5.539882 0.15 -0.22 -0.44
H 8.249262 -2.519819 -5.325452 -0.15 0.09 0.42
H 8.156472 -2.632079 -3.605632 -0.13 0.11 -0.27
C 2.433532 0.825911 -9.496962 3.66 0.71 -4.54
O 3.299072 1.160391 -10.312002 0.11 0.82 0.44
N 2.057812 -0.392139 -9.433162 -2.30 -5.98 1.36
N 1.689212 1.616851 -8.802312 -2.14 3.87 2.52
H 2.375242 -1.171669 -9.991442 0.45 0.69 0.06
H 1.184912 -0.547339 -8.949402 0.17 -0.39 -0.18
H 1.696922 2.579041 -9.109282 0.13 -0.07 0.67
H 1.360932 1.353071 -7.884302 -0.10 0.34 -0.30
C -4.236928 3.245381 8.091008 -4.75 5.00 1.32
O -4.325718 4.460011 8.024268 -0.34 1.04 0.76
N -3.389378 2.604501 7.487498 8.53 -4.52 -5.06
N -5.127628 2.411751 8.562148 -3.58 -1.51 2.86
H -3.347118 1.599611 7.579758 0.45 0.43 -0.57
H -2.803208 3.110481 6.839058 0.25 -0.41 0.28
H -4.949388 1.422971 8.459028 -0.83 0.38 0.27
H -6.010338 2.781111 8.885418 0.27 -0.42 0.14
C 3.643372 6.828491 5.230848 -2.21 -1.77 -1.56
O 2.827502 5.994441 5.519548 -1.28 -1.25 0.48
N 4.378872 7.491161 6.008318 4.16 3.74 7.08
N 3.922182 7.250191 4.031798 -0.13 0.46 -6.31
H 4.952342 8.267711 5.711328 -0.32 -0.33 -0.08
H 4.186332 7.536471 6.998758 -0.02 -0.48 -0.16
H 3.404742 6.910081 3.233888 0.12 -0.15 0.30
H 4.698942 7.851931 3.798028 -0.33 -0.25 0.24
C -2.538998 -8.584439 -6.138312 3.50 -2.40 0.01
O -2.264548 -9.731039 -6.431802 0.75 -1.31 -0.34
N -3.726498 -8.165169 -6.228922 -5.96 2.09 -0.96
N -1.620008 -7.715649 -5.759122 2.99 1.96 1.75
H -4.256098 -8.730429 -6.877092 -0.64 0.30 0.58
H -4.116358 -7.416389 -5.674452 0.03 -0.16 -0.49
H -1.705288 -6.714289 -5.658562 -0.60 -0.32 -0.14
H -0.812798 -8.082749 -5.275652 -0.07 -0.13 -0.42
C -8.252898 4.024751 0.679128 1.27 -5.83 2.52
O -8.612648 2.929501 1.157598 -0.34 0.68 -0.73
N -9.028558 5.014091 0.527128 -4.93 3.76 -0.35
N -6.993008 4.278131 0.499138 3.63 1.10 -1.27
H -8.926018 5.804251 -0.093542 0.05 -0.35 0.24
H -9.930908 4.747631 0.894368 -0.35 0.72 -0.41
H -6.327098 3.527761 0.382488 -0.14 0.37 0.10
H -6.799268 5.236761 0.246938 0.81 -0.47 -0.09
C -0.170608 0.505671 -0.423052 -3.70 1.06 -2.25
O -1.308418 0.868611 -0.756712 0.13 0.63 1.71
N 0.510372 -0.166819 -1.281622 2.57 -2.14 -2.72
N 0.482222 0.629481 0.691938 -0.37 1.57 4.34
H 1.181052 -0.705599 -0.752452 0.15 -0.97 -1.54
H -0.098388 -0.484059 -2.022482 0.78 -0.56 -0.19
H 1.480692 0.529421 0.806548 -0.50 0.11 0.08
H -0.156488 0.923211 1.417108 0.93 0.29 0.53
C -4.048208 -0.873109 -6.455602 4.23 -0.38 2.06
O -3.036798 -1.496579 -6.113862 -0.80 -0.16 -0.59
N -4.495188 0.141111 -5.742742 -1.06 2.24 3.49
N -4.650798 -0.868659 -7.595362 -2.39 -1.28 -4.40
H -5.393608 0.576071 -5.896892 0.35 -0.04 -0.02
H -4.095528 0.257571 -4.822522 -0.21 -0.12 -0.08
H -5.623878 -0.608159 -7.522232 0.20 -0.09 -0.89
H -4.318208 -1.392029 -8.392592 -0.29 -0.19 0.43
C 2.633852 -0.015319 10.219668 1.84 -0.11 -0.05
O 3.825192 -0.186889 10.301088 1.17 -0.34 0.00
N 1.807322 0.120051 11.217988 -2.33 0.01 3.84
N 1.950882 0.138091 9.094258 -0.17 -0.24 -2.32
H 0.832822 0.039451 10.965078 0.14 -0.08 0.87
H 2.086522 -0.096089 12.164258 -0.06 0.01 -0.30
H 1.066912 0.589201 9.281858 0.35 0.37 -1.47
H 2.611822 0.321701 8.352938 -0.93 0.40 -0.57
```
Forces are in eV/Å.

Output
LUMO = 0.19 eV
energy relative to the best compared isomer or geometry (same formula, charge and spin) = 230.2 kcal per mole
SMILES string = NC(N)=O.NC(N)=O.NC(N)=O.NC(N)=O.NC(N)=O.NC(N)=O.NC(N)=O.NC(N)=O.NC(N)=O.NC(N)=O
E = -2252.6521 a.u.
orbital gap = 9.5 eV